No. 1
{
  "formula": "C5H5GaISbSe5",
  "method": "ωB97M-V/def2-TZVPD",
  "symbols": ["I", "Sb", "Se", "Se", "Se", "Se", "Se", "Ga", "C", "C", "C", "C", "C", "H", "H", "H", "H", "H"],
  "coordinates": [[0.58275, 4.47448, -1.13711], [-2.07191, -4.06114, -3.70913], [-0.48239, -1.41601, -1.16620], [-1.08477, -3.71830, -1.28240], [-4.15008, -5.24797, -3.35406], [-2.74556, -1.55321, -3.90294], [-0.55278, -0.90241, -3.44971], [0.36193, 1.62098, -0.36608], [1.68850, 0.12157, 1.59044], [0.36207, 0.09425, 2.03222], [2.09106, 1.47349, 1.47797], [1.00388, 2.28436, 1.88070], [-0.07676, 1.42769, 2.19168], [-1.04911, 1.74158, 2.54280], [2.28610, -0.73932, 1.32764], [3.06983, 1.83059, 1.19240], [-0.24217, -0.79036, 2.17346], [1.00940, 3.35971, 1.95834]],
  "forces_ev_per_angstrom": [[0.04, 0.27, -0.07], [0.04, -0.11, -0.13], [-0.11, -0.29, -0.21], [0.07, 0.00, 0.21], [-0.03, 0.01, 0.01], [0.05, 0.14, 0.00], [-0.11, 0.00, 0.06], [0.06, -0.05, 0.16], [0.03, 0.03, -0.04], [-0.05, 0.04, -0.02], [0.02, -0.02, 0.08], [0.02, 0.02, 0.11], [0.04, -0.03, 0.11], [-0.02, 0.00, -0.04], [-0.01, 0.00, -0.02], [-0.01, 0.00, -0.05], [-0.01, 0.00, -0.04], [-0.03, 0.02, -0.11]],
  "e_tot_ha": -14663.60435,
  "gap_ev": 6.406,
  "total_charge": -2,
  "lumo_ha": 0.1624,
  "spin_multiplicity": 1,
  "homo_ha": -0.0730
}

***

No. 2
{
  "formula": "C5H5N",
  "method": "ωB97M-V/def2-TZVPD",
  "symbols": ["N", "C", "C", "C", "C", "C", "H", "H", "H", "H", "H"],
  "coordinates": [[-2.76590, -0.61953, -1.26019], [1.31558, 0.31217, -0.06363], [0.04433, 0.70486, 0.27660], [-1.01547, -0.27695, 0.67243], [2.47978, -0.32336, 0.09584], [-2.00083, -0.48030, -0.40508], [-0.26637, 1.72415, 0.04406], [3.04592, -0.69622, -0.76503], [-0.54749, -1.23643, 0.90676], [-1.54560, 0.08433, 1.55743], [1.25604, 0.80727, -1.05921]],
  "forces_ev_per_angstrom": [[0.70, 0.13, 0.77], [1.31, -0.29, -0.90], [-0.94, 0.08, 0.75], [-0.06, -0.09, 0.15], [-1.02, 0.31, -0.21], [-0.57, -0.10, -0.57], [0.03, -0.32, -0.03], [-0.13, 0.07, 0.31], [-0.15, 0.06, 0.04], [-0.10, -0.08, 0.01], [0.93, 0.23, -0.31]],
  "e_tot_ha": -248.07485,
  "gap_ev": [8.266, 7.622],
  "lumo_ha": [-0.0306, -0.0292],
  "spin_multiplicity": 1,
  "homo_ha": [-0.3343, -0.3093],
  "e_above_lowest_kj_mol": 525.6
}

***

No. 3
{
  "formula": "C5H5N",
  "method": "ωB97M-V/def2-TZVPD",
  "symbols": ["N", "C", "C", "C", "C", "C", "H", "H", "H", "H", "H"],
  "coordinates": [[2.91012, 0.64732, -1.02007], [0.16399, -0.80154, 1.10105], [-0.31715, -0.00873, 0.21136], [2.07520, -0.03844, -0.64529], [0.95683, -0.80341, -0.22166], [-1.43564, 0.86578, -0.10640], [-1.26499, 1.76656, -0.62503], [0.98995, -1.57988, -0.96216], [0.15846, -1.39229, 2.00786], [-2.27082, 0.33286, -0.58786], [-1.96594, 1.01176, 0.84819]],
  "forces_ev_per_angstrom": [[0.73, 0.34, -0.43], [1.38, -0.57, -0.71], [0.73, -1.16, -0.09], [0.46, 1.00, 1.35], [-1.54, 0.72, -0.04], [-2.10, -1.24, 1.09], [0.51, 0.98, -0.48], [-1.27, -1.09, 0.05], [-0.08, 0.45, -0.08], [0.65, -0.15, -0.64], [0.52, 0.72, -0.03]],
  "e_tot_ha": -248.16081,
  "gap_ev": 10.882,
  "smiles": "CC1=C[C@@H]1C#N",
  "lumo_ha": 0.0288,
  "spin_multiplicity": 1,
  "homo_ha": -0.3711,
  "e_above_lowest_kj_mol": 299.9
}

***

No. 4
{
  "formula": "C5H5N",
  "method": "ωB97M-V/def2-TZVPD",
  "symbols": ["N", "C", "C", "C", "C", "C", "H", "H", "H", "H", "H"],
  "coordinates": [[-3.35602, -1.16021, -0.06845], [0.07696, 1.85763, 0.04082], [1.28384, -0.34639, -0.18159], [1.91029, -1.48917, -0.32981], [-2.49320, -0.50898, 0.31127], [0.69165, 0.74126, -0.12741], [0.43487, 2.38242, 0.86190], [-1.89682, 0.29835, 0.51970], [-0.84479, 2.20839, -0.50656], [2.56009, -1.64663, 0.42664], [1.63315, -2.33666, -0.94652]],
  "forces_ev_per_angstrom": [[0.24, -0.39, 0.18], [-2.07, 0.73, -0.95], [0.80, -2.17, -1.29], [-2.12, 0.54, -0.80], [-1.82, -0.85, -0.82], [-0.69, 0.34, -0.48], [0.28, 1.60, 1.28], [1.54, 1.14, 0.66], [1.32, -0.43, 0.47], [2.59, -0.95, 2.05], [-0.07, 0.44, -0.30]],
  "e_tot_ha": -248.12291,
  "gap_ev": 9.461,
  "smiles": "C=C=C=C.C#N",
  "lumo_ha": -0.0051,
  "spin_multiplicity": 1,
  "homo_ha": -0.3528,
  "e_above_lowest_kj_mol": 399.4
}